(1)
Entry from OMol25: a cluster of 2 separate species, C5H9Br in total at a distorted geometry (ωB97M-V/def2-TZVPD).

Computed properties:
HOMO (alpha / beta), eV: -7.741 / -7.251
Kohn-Sham gap (alpha / beta), eV: 7.833 / 7.445
Charge: 0

Bonds (Å) are listed after each position.
CARTESIAN COORDINATES (ANGSTROEM)
1 C -1.90637 0.14059 -0.39149  C2 1.397, H7 1.097, H8 1.068
2 C -0.99588 1.12405 -0.78701  C1 1.397, C4 1.312, H9 1.078
3 C 1.84187 -1.73794 0.17255  C5 1.487, H10 1.145, H11 1.051, H12 1.009
4 C -0.99029 2.41971 -0.58002  C2 1.312, H13 1.008, H14 1.070
5 C 1.26721 -0.74589 1.11940  C3 1.487, Br6 1.849, H15 1.087
6 Br -0.50990 -1.07702 1.50935  C5 1.849
7 H -1.70461 -0.90341 -0.66089  C1 1.097
8 H -2.83829 0.23391 0.12223  C1 1.068
9 H -0.16561 0.80592 -1.39676  C2 1.078
10 H 1.99162 -2.69973 0.77595  C3 1.145
11 H 1.15931 -2.01600 -0.57693  C3 1.051
12 H 2.76096 -1.44760 -0.12542  C3 1.009
13 H -0.12944 2.89147 -0.80817  C4 1.008
14 H -1.65162 2.97974 0.04826  C4 1.070
15 H 1.87103 0.03221 1.57895  C5 1.087

Löwdin population analysis, charges in e, atoms 1 to 8: -0.16 -0.33 -0.21 0.00 -0.60 0.85 0.01 0.05

(2)
Entry from OMol25: a cluster of 2 separate species, C5H9BrO in total at a distorted geometry (ωB97M-V/def2-TZVPD).

Computed properties:
HOMO (alpha / beta), eV: -6.984 / -7.131
Kohn-Sham gap (alpha / beta), eV: 7.919 / 8.078
Charge: 0

Bonds (Å) are listed after each position.
CARTESIAN COORDINATES (ANGSTROEM)
1 C 1.12712 -0.85334 0.75363  C3 1.492, O6 1.291, H13 1.076
2 C -1.63002 1.25758 0.56815  C4 1.317, Br7 1.894, H14 1.081
3 C 1.71911 -0.02852 -0.33959  C1 1.492, H8 1.096, H9 1.088, H10 1.091
4 C -1.39055 2.44509 0.05249  C2 1.317, H11 1.076, H12 1.077
5 C -0.04611 -2.41402 -0.53147  O6 1.293, H15 1.070, H16 1.075
6 O 0.35499 -1.87222 0.57157  C1 1.291, C5 1.293
7 Br -2.84601 0.02252 -0.19541  C2 1.894
8 H 2.67150 -0.43473 -0.69908  C3 1.096
9 H 1.89839 0.98330 0.01703  C3 1.088
10 H 1.03521 0.01535 -1.18847  C3 1.091
11 H -1.88541 2.79870 -0.83558  C4 1.076
12 H -0.68401 3.11181 0.51738  C4 1.077
13 H 1.37522 -0.67771 1.78538  C1 1.076
14 H -1.14571 0.87206 1.45377  C2 1.081
15 H -0.78484 -3.18116 -0.42728  C5 1.070
16 H 0.23112 -2.04471 -1.50252  C5 1.075

Löwdin population analysis, charges in e, atoms 1 to 8: -0.23 -0.67 -0.08 -0.10 -0.07 -0.10 0.66 0.08

(3)
Entry from OMol25: an isolated molecule of C5H9BrO at a distorted geometry (ωB97M-V/def2-TZVPD).

Computed properties:
HOMO, eV: -7.278
Structure (SMILES): CO/C(C)=C(\C)Br
Kohn-Sham gap, eV: 8.063
Charge: 0

Bonds (Å) are listed after each position.
CARTESIAN COORDINATES (ANGSTROEM)
1 C -2.34310 0.19656 -0.40162  O2 1.486, H8 1.061, H9 1.078, H10 1.130
2 O -1.11107 -0.43165 0.14147  C1 1.486, C3 1.386
3 C 0.02423 0.34617 0.30614  O2 1.386, C4 1.423, C5 1.639
4 C 0.10605 1.76567 0.24235  C3 1.423, H11 1.068, H12 1.081, H13 1.132
5 C 1.42802 -0.48320 0.13872  C3 1.639, C6 1.451, Br7 1.933
6 C 1.49645 -1.92677 0.01019  C5 1.451, H14 1.197, H15 1.117, H16 1.079
7 Br 3.10644 0.34903 0.61379  C5 1.933
8 H -2.42712 1.21692 -0.12259  C1 1.061
9 H -3.17143 -0.40056 -0.05700  C1 1.078
10 H -2.13350 -0.00362 -1.49401  C1 1.130
11 H 0.22483 2.17900 1.21990  C4 1.068
12 H -0.75282 2.16588 -0.27802  C4 1.081
13 H 1.16710 2.04777 -0.03320  C4 1.132
14 H 1.87165 -2.67323 0.86729  C6 1.197
15 H 0.46241 -2.25640 -0.25345  C6 1.117
16 H 2.05187 -2.09156 -0.89996  C6 1.079

Löwdin population analysis, charges in e, atoms 1 to 8: -0.01 -0.14 -0.28 -0.10 -0.64 -0.23 0.66 0.06

Calculated values (kJ/mol) of relative energy (zero: lowest compared OMol25 entry of this formula, charge and spin) for the records, taken in order: 365.68; 263.14; 194.20.